Molecular formula: C23H48Ca2NO7
Method: DFT, the ωB97M-V functional and the def2-TZVPD basis

Summary:
Spin multiplicity: 1
Energy above the lowest of the compared OMol25 structures with the same formula, charge and spin (eV): 0.0000
Net charge: +3

The geometry in XYZ format:
```
81
Properties=species:S:1:pos:R:3:mulliken_charge:R:1
Ca -10.126 17.928 -0.280 1.25
Ca -9.477 19.470 2.942 1.40
O -11.377 22.041 0.163 -0.36
C -10.662 21.253 0.910 0.35
O -10.531 20.064 0.616 0.34
O -10.163 21.585 1.970 -1.04
H -11.304 22.839 0.691 -0.03
C -6.937 22.508 5.192 -0.61
C -7.618 21.881 6.372 -0.64
C -8.258 20.658 5.766 -0.65
O -8.578 21.020 4.402 0.00
C -7.467 21.791 3.930 -0.28
H -5.857 22.413 5.312 0.39
H -7.182 23.569 5.154 0.26
H -8.511 22.430 6.672 0.28
H -6.967 21.728 7.233 0.38
H -9.121 20.242 6.285 0.41
H -7.546 19.833 5.748 0.37
H -7.829 22.488 3.174 -0.10
H -6.835 21.018 3.492 0.53
C -9.795 25.165 2.825 -0.19
C -9.500 24.947 1.349 -0.04
C -10.932 25.184 0.815 -0.90
O -11.749 24.561 1.810 0.05
C -11.264 24.781 3.073 -0.54
H -9.594 26.213 3.045 0.38
H -9.176 24.520 3.449 -0.21
H -9.133 23.936 1.174 -0.18
H -8.842 25.666 0.861 0.53
H -11.031 24.641 -0.125 0.44
H -11.084 26.247 0.622 0.39
H -11.433 23.837 3.591 0.17
H -11.760 25.618 3.563 0.34
C -14.717 21.129 1.593 -0.28
C -14.273 21.622 2.966 0.20
C -14.191 20.316 3.818 -0.73
O -14.293 19.252 2.887 -0.50
C -14.150 19.708 1.548 0.64
H -14.305 21.645 0.725 0.06
H -15.806 21.156 1.571 0.37
H -14.871 22.409 3.424 0.54
H -13.255 22.008 3.017 -0.46
H -15.079 20.239 4.447 0.33
H -13.312 20.302 4.463 0.24
H -14.665 19.119 0.789 0.37
H -13.114 19.701 1.210 -0.79
C -15.389 24.981 1.559 -0.21
C -14.917 24.563 0.188 0.52
C -15.003 25.866 -0.555 -0.61
O -14.746 26.878 0.455 -0.46
C -14.821 26.386 1.788 0.02
H -15.068 24.270 2.320 -0.22
H -16.478 25.006 1.533 0.43
H -15.504 23.750 -0.239 0.46
H -13.909 24.150 0.195 -0.69
H -16.004 26.022 -0.958 0.34
H -14.226 25.867 -1.320 0.29
H -15.457 26.926 2.489 0.35
H -13.801 26.334 2.167 -0.18
C -12.877 19.061 -2.117 -1.01
C -11.489 19.686 -2.520 -1.09
N -10.314 18.814 -2.526 0.98
C -9.007 19.552 -2.467 -0.44
C -8.749 20.486 -3.624 -1.31
C -10.379 17.910 -3.704 -0.71
C -9.056 17.176 -4.157 -1.19
H -12.992 19.031 -1.033 -0.03
H -12.981 18.014 -2.400 0.30
H -13.731 19.641 -2.468 0.43
H -11.570 20.053 -3.543 0.58
H -11.298 20.582 -1.930 0.56
H -8.134 18.911 -2.345 0.50
H -8.979 20.046 -1.495 0.21
H -9.559 21.211 -3.546 0.34
H -8.746 19.998 -4.599 0.31
H -7.807 21.022 -3.500 0.43
H -11.076 17.157 -3.335 0.34
H -10.852 18.351 -4.582 0.30
H -8.281 17.829 -4.559 0.28
H -8.722 16.610 -3.287 0.30
H -9.297 16.457 -4.940 0.42
```

Molecular formula: C36H78O36
Method: DFT, the ωB97M-V functional and the def2-TZVPD basis

Summary:
Spin multiplicity: 1
Energy above the lowest of the compared OMol25 structures with the same formula, charge and spin (eV): 0.1017

The geometry in XYZ format:
```
150
Properties=species:S:1:pos:R:3:mulliken_charge:R:1
C -23.135 -8.331 -5.526 -0.81
O -24.090 -9.135 -4.827 -0.24
C -23.770 -9.520 -3.544 0.86
O -22.820 -9.124 -2.867 -0.65
O -24.717 -10.322 -3.085 -0.09
C -25.832 -10.660 -3.935 -0.54
H -22.102 -8.507 -5.256 0.33
H -23.434 -7.317 -5.382 0.22
H -23.269 -8.498 -6.599 0.27
H -26.352 -9.741 -4.293 0.07
H -26.518 -11.101 -3.267 0.25
H -25.592 -11.334 -4.730 0.42
C -24.884 -7.333 10.469 -0.57
O -25.020 -8.455 9.539 -0.37
C -25.738 -8.307 8.443 0.79
O -26.414 -7.315 8.273 -0.66
O -25.542 -9.215 7.441 0.10
C -24.933 -10.424 7.854 -0.82
H -24.782 -7.827 11.426 0.25
H -25.820 -6.795 10.476 0.34
H -24.024 -6.779 10.177 0.15
H -23.856 -10.348 7.968 0.24
H -25.023 -11.074 7.055 0.20
H -25.407 -10.883 8.690 0.45
C -27.589 -8.384 -6.752 -0.12
O -29.011 -8.481 -6.367 -0.43
C -29.290 -8.261 -5.100 0.54
O -28.493 -7.870 -4.288 -0.46
O -30.601 -8.589 -4.937 -0.42
C -31.138 -8.347 -3.580 -0.36
H -27.544 -7.643 -7.563 0.30
H -27.332 -9.366 -7.139 0.26
H -26.976 -8.126 -5.886 -0.24
H -32.127 -8.706 -3.519 0.33
H -31.168 -7.232 -3.372 0.17
H -30.517 -8.783 -2.806 0.14
C -26.638 -1.692 2.554 -0.72
O -27.358 -2.440 1.569 -0.34
C -27.423 -3.775 1.940 0.58
O -26.934 -4.157 3.002 -0.53
O -28.020 -4.483 1.000 -0.25
C -27.953 -5.902 1.253 0.45
H -27.170 -1.782 3.536 0.30
H -26.754 -0.728 2.184 0.32
H -25.567 -1.893 2.654 0.22
H -28.260 -6.063 2.291 0.83
H -26.907 -6.288 1.103 -0.38
H -28.627 -6.415 0.578 -0.71
C -24.845 -2.120 -1.777 -0.80
O -25.215 -2.835 -0.580 -0.14
C -24.343 -3.646 0.012 0.20
O -23.128 -3.599 -0.220 -0.65
O -24.967 -4.445 0.850 0.70
C -24.124 -5.096 1.825 -0.66
H -25.731 -1.579 -2.048 0.27
H -24.607 -2.733 -2.615 0.23
H -23.917 -1.566 -1.537 0.32
H -24.769 -5.720 2.377 -0.05
H -23.671 -4.279 2.445 0.38
H -23.312 -5.646 1.344 0.39
C -27.779 -14.530 -1.391 -0.64
O -28.191 -13.254 -0.938 0.14
C -29.302 -13.250 -0.220 0.60
O -29.756 -14.163 0.407 -0.63
O -29.947 -12.048 -0.358 -0.10
C -31.015 -11.742 0.574 -0.76
H -26.835 -14.198 -1.880 0.12
H -28.483 -15.029 -2.010 0.33
H -27.683 -15.207 -0.538 0.08
H -31.440 -10.824 0.219 0.19
H -30.723 -11.675 1.627 0.24
H -31.762 -12.530 0.514 0.37
C -24.894 -6.348 -1.678 -1.20
O -25.407 -6.710 -3.044 0.22
C -25.703 -5.705 -3.910 0.37
O -25.659 -4.507 -3.618 -0.58
O -25.933 -6.165 -5.158 0.00
C -26.308 -5.047 -6.192 -0.80
H -25.779 -6.388 -1.032 0.41
H -24.395 -5.420 -1.633 0.43
H -24.155 -7.115 -1.510 0.35
H -25.426 -4.381 -6.261 0.32
H -27.188 -4.446 -5.920 0.28
H -26.430 -5.642 -7.062 0.24
C -26.371 -9.923 -0.658 0.28
O -27.083 -9.243 0.429 -0.06
C -26.352 -8.947 1.542 0.62
O -25.186 -9.199 1.659 -0.60
O -27.184 -8.414 2.420 -0.22
C -26.633 -7.955 3.699 -0.92
H -25.941 -10.892 -0.369 -0.14
H -25.598 -9.191 -1.021 -0.06
H -27.093 -9.952 -1.400 0.14
H -26.988 -6.954 3.887 0.43
H -25.555 -7.965 3.603 0.09
H -27.067 -8.616 4.420 0.43
C -26.853 -11.594 4.077 -0.81
O -26.950 -13.027 4.262 -0.38
C -27.382 -13.725 3.158 0.56
O -27.806 -13.170 2.174 -0.11
O -27.381 -15.062 3.391 -0.38
C -28.027 -15.836 2.400 -0.68
H -27.633 -11.252 3.427 0.38
H -25.916 -11.288 3.597 0.31
H -26.967 -11.190 5.055 0.32
H -28.878 -15.358 1.977 0.31
H -28.286 -16.797 2.870 0.27
H -27.326 -15.997 1.604 0.22
C -23.445 -13.776 3.365 -0.74
O -24.493 -13.658 2.440 -0.17
C -24.384 -12.859 1.383 0.49
O -25.278 -12.788 0.621 -0.31
O -23.147 -12.219 1.271 -0.37
C -22.849 -11.660 -0.025 -0.58
H -23.232 -12.817 3.852 0.18
H -22.562 -14.086 2.784 0.35
H -23.730 -14.549 4.010 0.24
H -23.611 -11.682 -0.802 0.13
H -21.950 -12.099 -0.371 0.48
H -22.673 -10.589 0.194 0.17
C -24.937 -5.296 5.705 -0.30
O -24.032 -5.026 6.796 -0.36
C -23.256 -6.014 7.219 0.77
O -23.131 -7.092 6.700 -0.47
O -22.583 -5.732 8.315 -0.45
C -21.568 -6.647 8.819 -0.73
H -24.577 -4.689 4.891 0.35
H -25.884 -4.982 6.062 0.32
H -24.938 -6.373 5.469 -0.09
H -21.097 -7.339 8.128 0.29
H -22.076 -7.253 9.558 0.26
H -20.961 -6.024 9.413 0.34
C -28.735 -4.845 -2.188 -0.47
O -28.586 -6.237 -1.881 0.45
H -27.953 -4.245 -1.719 -0.14
H -28.691 -4.648 -3.299 0.14
H -29.706 -4.533 -1.859 0.42
H -28.230 -6.688 -2.617 -0.22
C -31.130 -6.958 0.340 -0.73
O -30.513 -7.593 -0.757 -0.14
H -31.083 -5.856 0.210 0.26
H -32.163 -7.245 0.445 0.29
H -30.478 -7.193 1.196 0.17
H -30.021 -6.932 -1.221 0.30
C -22.671 -9.078 4.224 -0.69
O -23.658 -9.398 5.102 -0.20
H -21.741 -8.857 4.822 0.28
H -22.347 -9.876 3.576 0.26
H -22.782 -8.276 3.562 0.17
H -23.984 -8.623 5.609 0.18
```

Molecular formula: C5H13O3
Method: DFT, the ωB97M-V functional and the def2-TZVPD basis

Summary:
Spin multiplicity: 1
Energy above the lowest of the compared OMol25 structures with the same formula, charge and spin (eV): 1.5045
Net charge: -1

The geometry in XYZ format:
```
21
Properties=species:S:1:pos:R:3:nbo_charge:R:1
C -1.695 -0.886 0.208 0.01
O -2.794 -1.537 0.583 -0.93
C -0.644 -1.781 -0.506 -0.41
C 0.769 -1.167 -0.729 -0.44
C 1.454 -0.637 0.508 -0.13
C 2.677 -1.000 0.848 -0.45
H -1.153 -0.608 1.155 0.08
H -1.891 -0.050 -0.525 0.03
H -0.485 -2.674 0.103 0.19
H -0.976 -2.116 -1.495 0.18
H 0.714 -0.354 -1.464 0.20
H 1.425 -1.928 -1.166 0.19
H 0.854 0.092 1.033 0.20
H 3.399 -1.621 0.326 0.18
H 3.258 -0.390 1.547 0.18
H 0.913 3.906 0.012 0.46
H 0.644 2.722 -0.818 0.50
O 1.210 3.522 -0.829 -0.97
H -0.931 1.903 1.026 0.47
H -1.440 1.297 -0.228 0.48
O -0.915 2.079 0.079 -0.99
```